This record from the Open Molecules 2025 dataset describes H6N2O3Si in the gas phase at a distorted geometry. The level of theory is ωB97M-V/def2-TZVPD.

Each line ends with the Mulliken charge.
Positions of all 12 atoms, in Å:
1 N -0.47891 0.45676 -2.09945  -0.540
2 N -0.27624 -0.49915 -1.11402  -0.094
3 Si -0.00900 -0.21483 0.58892  0.545
4 O -0.67403 -1.33438 1.50752  -0.440
5 O -0.50565 1.31604 0.99775  -0.485
6 O 1.63316 -0.28044 1.29051  -0.635
7 H -1.38621 0.85264 -2.25621  0.223
8 H 0.16186 1.21890 -2.18091  0.215
9 H 0.03729 -1.44879 -1.58119  0.263
10 H 0.01464 -1.59924 2.03975  0.331
11 H -1.03468 1.51297 1.75116  0.315
12 H 2.51778 0.01951 1.05616  0.304

Charge ... 0
E ... -17100.7317 eV
Energy above the lowest of the compared OMol25 structures with the same formula, charge and spin ... 36.6 kJ/mol
Orbital gap ... 9.9 eV
LUMO level ... 0.532 eV

This record from the Open Molecules 2025 dataset describes 8 unconnected molecules or ions with the total composition C52H93F3IN10O11P at a distorted geometry. The level of theory is ωB97M-V/def2-TZVPD.

Each line ends with the Mulliken charge.
Positions of all 171 atoms, in Å:
1 C 2.65865 3.32935 0.19319  -0.085
2 C 2.82102 2.14006 0.18488  -1.387
3 C 3.12782 0.74346 -0.01150  2.487
4 C 2.10071 -0.18215 0.16518  -0.116
5 C 2.33642 -1.54891 -0.04077  -0.035
6 C 3.59474 -1.99110 -0.42819  1.068
7 C 3.82369 -3.46329 -0.70421  -1.985
8 C 4.01661 -3.73049 -2.21371  0.319
9 O 3.29142 -2.77840 -2.96662  -0.514
10 C 3.55822 -5.15745 -2.59217  0.495
11 F 2.28704 -5.21488 -2.98474  -0.201
12 F 3.78377 -6.04504 -1.61664  -0.284
13 F 4.30243 -5.57390 -3.66053  -0.333
14 C 4.63488 -1.04855 -0.57082  -0.171
15 P 6.33406 -1.58041 -1.00122  0.475
16 O 7.33513 -1.09867 -0.00380  -0.743
17 C 4.42533 0.32544 -0.37570  0.000
18 C 5.57884 1.27087 -0.58863  -1.992
19 I 5.15775 2.32793 -2.46398  0.019
20 C 5.83533 2.32727 0.50397  -0.456
21 C 5.65786 1.81401 1.94244  -1.258
22 C 1.15939 -2.46247 0.13874  0.001
23 O 1.23638 -3.60445 0.53893  -0.698
24 C -0.17200 -1.87326 -0.19492  1.198
25 C -1.19319 -2.83613 -0.73385  -2.413
26 C -1.40801 -2.74781 -2.27183  0.794
27 N -1.02741 -4.05497 -2.86749  -0.168
28 N -2.84384 -2.50460 -2.54580  -0.642
29 N -0.58478 -1.73123 -2.91997  -0.460
30 C -0.41327 -0.57095 -0.00343  0.908
31 C -1.76221 0.04359 -0.28927  -1.043
32 C -1.78159 1.55613 -0.59854  0.503
33 C -2.62577 2.42091 0.38569  -1.669
34 C -1.84047 3.62536 0.90379  -0.727
35 C -1.66746 4.67318 -0.24484  -0.649
36 C -0.17967 4.88632 -0.55313  1.377
37 C -0.00256 5.74148 -1.82649  -0.686
38 C -0.12525 4.89544 -3.09338  -0.409
39 C 1.04729 3.91036 -3.25656  0.121
40 C 1.11250 3.30032 -4.66750  -0.775
41 C 0.01166 2.23219 -4.88753  -0.902
42 C 0.71577 0.24382 0.57985  -0.532
43 O 0.49303 1.13390 1.35944  -0.577
44 H 2.34790 4.34290 0.07790  0.654
45 H 2.98763 -4.07479 -0.38813  0.500
46 H 4.69126 -3.82342 -0.15040  0.714
47 H 5.06340 -3.68189 -2.52686  0.501
48 H 3.57326 -2.86981 -3.88462  0.358
49 H 6.38004 -2.98378 -1.03077  0.095
50 H 6.61596 -1.08596 -2.29507  0.111
51 H 6.50602 0.75389 -0.78834  1.009
52 H 6.86006 2.68895 0.39861  0.478
53 H 5.19763 3.18449 0.32472  0.283
54 H 4.83684 1.11131 2.06748  0.270
55 H 5.41870 2.67811 2.56895  0.362
56 H 6.59485 1.42027 2.33370  0.369
57 H -2.15790 -2.67752 -0.24684  0.606
58 H -0.92021 -3.86699 -0.52247  0.244
59 H -0.13425 -3.89609 -3.33102  0.158
60 H -1.66083 -4.30208 -3.61989  0.160
61 H -3.34382 -3.38726 -2.46435  0.294
62 H -2.91906 -2.25961 -3.52985  0.304
63 H -0.74610 -1.82928 -3.91934  0.361
64 H -0.90923 -0.79237 -2.70356  0.024
65 H -2.37384 -0.11970 0.60574  0.458
66 H -2.27348 -0.47341 -1.09813  0.153
67 H -2.22123 1.72108 -1.58575  0.663
68 H -0.78930 2.00561 -0.62940  -0.731
69 H -3.51244 2.78022 -0.14333  0.351
70 H -3.00142 1.82501 1.22381  0.526
71 H -0.84774 3.33586 1.25391  0.396
72 H -2.34759 4.10563 1.74511  0.486
73 H -2.14086 5.60948 0.04994  0.463
74 H -2.12520 4.26325 -1.14654  0.321
75 H 0.33918 5.31884 0.30461  0.124
76 H 0.24549 3.89271 -0.71923  -1.216
77 H -0.81917 6.46824 -1.81705  -0.193
78 H 0.94722 6.28196 -1.78117  0.493
79 H -1.04935 4.31122 -3.08927  0.162
80 H -0.15717 5.55535 -3.96597  0.525
81 H 1.99162 4.41281 -3.02271  0.439
82 H 0.94541 3.07633 -2.55361  -0.365
83 H 1.05248 4.10483 -5.40139  0.394
84 H 2.07841 2.79505 -4.74621  0.276
85 H 0.45449 1.23540 -4.83970  0.297
86 H -0.72488 2.28206 -4.08302  0.070
87 H -0.46896 2.36034 -5.85602  0.330
88 C 1.47904 -8.42536 -3.12695  -0.979
89 N 0.22691 -8.06061 -3.76146  0.198
90 C -0.16192 -8.72764 -4.99153  -1.009
91 C -0.58588 -7.12082 -3.24247  0.148
92 O -1.65015 -6.77733 -3.72971  -0.583
93 H 2.31320 -8.23528 -3.80553  0.350
94 H 1.47073 -9.48491 -2.86357  0.383
95 H 1.62268 -7.83896 -2.22235  0.287
96 H -0.27567 -7.99657 -5.79361  0.297
97 H -1.11700 -9.23729 -4.85576  0.299
98 H 0.59858 -9.45224 -5.27049  0.402
99 H -0.19824 -6.67365 -2.31399  0.206
100 C -4.28770 10.31265 -3.31816  -0.925
101 N -3.37514 9.23692 -2.99040  0.123
102 C -1.97928 9.54186 -2.72059  -0.858
103 C -3.77235 7.95051 -2.92472  0.081
104 O -3.03875 7.02116 -2.65389  -0.523
105 H -3.95355 10.82726 -4.22151  0.336
106 H -4.33135 11.03201 -2.49763  0.332
107 H -5.28606 9.91555 -3.48987  0.283
108 H -1.33819 9.01341 -3.42710  0.273
109 H -1.71292 9.21696 -1.71407  0.260
110 H -1.81588 10.61279 -2.81217  0.366
111 H -4.84550 7.81380 -3.14297  0.229
112 C 0.66291 7.62435 5.15515  -1.031
113 N 0.37226 7.22039 3.78556  0.195
114 C -0.95746 6.73717 3.45857  -0.866
115 C 1.28680 7.27385 2.80603  0.007
116 O 1.07994 6.94655 1.64894  -0.574
117 H 0.51071 6.77575 5.82502  0.306
118 H 0.00983 8.42975 5.45378  0.455
119 H 1.69560 7.95782 5.23476  0.281
120 H -0.90127 5.71884 3.07046  0.245
121 H -1.40665 7.36796 2.68955  0.309
122 H -1.57839 6.75259 4.35096  0.352
123 H 2.26700 7.64773 3.14630  0.270
124 C 0.97822 -5.20716 2.90055  -0.689
125 N 0.25510 -5.86837 3.97331  0.213
126 C 0.98922 -6.64116 4.96141  -0.963
127 C -1.08051 -5.79065 4.08615  0.041
128 O -1.73166 -6.32683 4.96659  -0.619
129 H 1.52034 -5.94759 2.30928  0.392
130 H 1.69114 -4.49477 3.32030  0.376
131 H 0.29018 -4.67821 2.25398  -0.076
132 H 0.64866 -7.67759 4.95545  0.285
133 H 0.81737 -6.23427 5.95854  0.297
134 H 2.05146 -6.60720 4.73386  0.373
135 H -1.54935 -5.18452 3.29341  0.273
136 C -2.70143 11.75171 8.49483  -0.913
137 N -1.96631 10.50856 8.36991  0.119
138 C -2.29702 9.39596 9.24567  -0.924
139 C -0.98281 10.34586 7.46784  0.140
140 O -0.33774 9.32218 7.32408  -0.623
141 H -2.57737 12.16096 9.49914  0.342
142 H -3.76368 11.57928 8.31165  0.342
143 H -2.33375 12.47714 7.77231  0.290
144 H -1.42409 9.11199 9.83373  0.295
145 H -2.60321 8.53319 8.65367  0.281
146 H -3.10573 9.68478 9.91184  0.379
147 H -0.80584 11.24334 6.85177  0.276
148 C -3.42222 -7.05225 -6.39633  -0.791
149 N -3.40203 -7.34148 -7.82013  0.156
150 C -2.38151 -6.72905 -8.65109  -0.986
151 C -4.29778 -8.16061 -8.40422  0.119
152 O -4.31785 -8.43244 -9.58914  -0.591
153 H -3.55655 -5.97964 -6.24019  0.288
154 H -2.48654 -7.35693 -5.93495  0.223
155 H -4.24068 -7.58288 -5.91452  0.320
156 H -2.84600 -6.12332 -9.43017  0.336
157 H -1.78036 -7.49966 -9.13572  0.299
158 H -1.74102 -6.10111 -8.03595  0.344
159 H -5.03133 -8.57593 -7.69201  0.271
160 C -2.59233 -8.34744 7.37093  -0.831
161 N -1.56850 -9.34078 7.65151  0.146
162 C -1.39334 -10.45196 6.73480  -0.991
163 C -0.77103 -9.26956 8.73217  0.126
164 O 0.10103 -10.07361 9.00655  -0.603
165 H -3.57276 -8.82959 7.34312  0.323
166 H -2.39055 -7.87937 6.40832  0.314
167 H -2.59573 -7.58264 8.14462  0.294
168 H -1.54876 -11.39675 7.25746  0.335
169 H -0.37879 -10.45030 6.33378  0.284
170 H -2.10650 -10.36512 5.91894  0.381
171 H -0.98104 -8.39075 9.36560  0.271

Charge ... 0
E ... -118396.8693 eV
Orbital gap ... 7.8 eV
LUMO level ... -1.048 eV

This record from the Open Molecules 2025 dataset describes C7H14 in the gas phase. The level of theory is ωB97M-V/def2-TZVPD.

Each line ends with the Mulliken charge.
Positions of all 21 atoms, in Å:
1 C 2.78740 -0.93702 -0.14474  -1.266
2 C 1.49021 -0.61408 -0.88092  -0.275
3 C 0.28334 -0.65689 0.06025  -0.978
4 C -1.03788 -0.05270 -0.50929  0.681
5 C -2.23233 -0.49365 0.34777  -1.626
6 C -0.67630 1.39117 -0.60533  -0.389
7 C -1.04715 2.18858 0.58466  -0.960
8 H 2.97831 -0.19146 0.63696  0.321
9 H 2.74034 -1.92070 0.33781  0.305
10 H 3.64765 -0.93557 -0.82237  0.373
11 H 1.33249 -1.32786 -1.69989  0.280
12 H 0.06279 -1.69831 0.33091  0.368
13 H 0.52991 -0.15183 1.00607  0.331
14 H -1.15339 -0.46373 -1.52194  0.362
15 H -2.07375 -0.29300 1.41268  0.324
16 H -3.15486 0.01285 0.04202  0.365
17 H -2.39251 -1.57247 0.23838  0.445
18 H 1.55680 0.37647 -1.34067  0.390
19 H -0.39403 3.05501 0.72983  0.320
20 H -1.22964 1.67751 1.54325  0.304
21 H -2.01740 2.60769 0.25457  0.326

Charge ... 0
E ... -7482.6388 eV
Energy above the lowest of the compared OMol25 structures with the same formula, charge and spin ... 352.7 kJ/mol
Orbital gap ... 8.4 eV
LUMO level ... 0.456 eV

This record from the Open Molecules 2025 dataset describes 2 unconnected molecules or ions with the total composition C16H28N4O11 at a distorted geometry. The level of theory is ωB97M-V/def2-TZVPD.

Each line ends with the Mulliken charge.
Positions of all 59 atoms, in Å:
1 O -1.26119 5.09915 3.82791  -0.576
2 C -0.09936 5.36618 3.57659  0.317
3 O 0.54544 6.43067 4.09863  -0.448
4 C 0.69733 4.44656 2.66249  -0.709
5 C -0.13746 3.81775 1.52552  -0.180
6 N 0.58999 2.61619 1.02354  -0.232
7 C 1.99479 2.73954 0.59365  -0.561
8 C 2.42254 1.41202 -0.02862  -0.846
9 N 1.67908 1.14217 -1.28080  -0.046
10 C 1.70850 -0.25729 -1.79325  0.811
11 C 1.21723 -0.26400 -3.25064  -0.583
12 C -0.28406 -0.06711 -3.41581  0.178
13 O -0.68643 0.09095 -4.55390  -0.619
14 O -1.10942 -0.09627 -2.34474  -0.294
15 C 3.10126 -0.93492 -1.70394  -0.154
16 O 4.03283 -0.47046 -2.34318  -0.612
17 O 3.23670 -1.99344 -0.86986  -0.389
18 C -0.51861 4.82850 0.40320  0.599
19 O -0.72200 4.38476 -0.71719  -0.602
20 O -0.61293 6.14845 0.69066  -0.424
21 H -0.11838 6.88816 4.63674  0.372
22 H 1.52921 5.01309 2.23796  0.346
23 H 1.11287 3.65229 3.28660  0.461
24 H -1.08852 3.46992 1.94269  0.408
25 H 0.05948 2.18716 0.25351  0.210
26 H 2.64393 2.96225 1.44655  0.429
27 H 2.10827 3.54373 -0.14175  0.319
28 H 2.24327 0.61176 0.69799  0.345
29 H 3.49809 1.44335 -0.23290  0.393
30 H 1.96021 1.80121 -2.01066  0.342
31 H 1.03912 -0.87216 -1.18541  -0.341
32 H 1.46398 -1.22669 -3.70620  0.409
33 H 1.73942 0.51154 -3.81619  0.528
34 H -1.98694 0.06705 -2.72351  0.288
35 H 4.16019 -2.27148 -0.97243  0.375
36 H -0.86890 6.56785 -0.14531  0.391
37 C -3.48554 -1.82339 0.56302  -0.715
38 N -3.47595 -2.80125 -0.52491  -0.106
39 C -2.41630 -3.35913 -1.12287  0.235
40 O -2.60762 -4.09730 -2.08299  -0.760
41 C -0.98677 -3.07503 -0.60612  0.427
42 C 0.10277 -3.75279 -1.44984  -1.264
43 O 0.03304 -3.30718 -2.78642  -0.488
44 N -0.78478 -3.38592 0.81965  0.047
45 C -1.08681 -4.54719 1.40185  0.624
46 C -0.84656 -4.63503 2.89064  -1.215
47 O -1.53710 -5.50870 0.79967  -0.621
48 H -2.76121 -1.03016 0.36979  0.191
49 H -3.24863 -2.31409 1.50809  0.194
50 H -4.47733 -1.37584 0.64432  0.354
51 H -4.36456 -3.09459 -0.90174  0.294
52 H -0.84288 -2.00327 -0.71357  0.260
53 H -0.02592 -4.83604 -1.42000  0.508
54 H 1.08209 -3.50377 -1.04289  0.449
55 H -0.78161 -3.68771 -3.15036  0.405
56 H -0.40078 -2.66257 1.40439  0.300
57 H -1.10721 -5.63781 3.22857  0.331
58 H 0.20349 -4.44254 3.10177  0.332
59 H -1.47335 -3.90711 3.40203  0.313

Charge ... 0
E ... -45531.3664 eV
Orbital gap ... 9.5 eV
LUMO level ... 0.224 eV

Number 2 is which compound?
C52H93F3IN10O11P

The highest LUMO level belongs to which entry?
H6N2O3Si

Among the records above, which one has the lowest E?
C52H93F3IN10O11P